Molecular formula: C4H14N2O
Method: DFT, wB97M-V/def2-TZVPD

Properties
LUMO level in hartree: -0.239
HOMO energy in hartree: -0.6854
Energy relative to the best compared isomer or geometry (same formula, charge and spin) in eV: 0.208
Total energy in eV: -9386.3580

Geometry as ORCA input:
```
! wB97M-V def2-TZVPD RIJCOSX def2/J DEFGRID3
* xyz 2 1
C 1.75 -0.37 -0.11
C 0.51 -1.15 -0.56
C -0.75 -0.67 0.10
C -1.64 -1.49 0.59
N -2.98 -1.00 1.05
N 2.09 0.75 -1.08
H 1.58 0.11 0.82
H 2.68 -0.89 0.08
H 0.39 -1.10 -1.64
H 0.66 -2.21 -0.32
H -0.92 0.41 0.13
H -1.56 -2.57 0.57
H -3.21 -0.18 0.47
H -3.71 -1.70 0.91
H -2.94 -0.64 2.00
H 1.90 0.46 -2.03
H 1.51 1.59 -0.87
H 3.07 1.03 -1.01
H 0.52 3.63 -0.56
H 0.81 3.36 0.91
O 0.76 2.92 0.05
*
```